Record 1
Entry from the OMol25 dataset: a 2-piece molecular cluster, C5H9ClN2 overall at a distorted geometry (ωB97M-V/def2-TZVPD).

```
17
Properties=species:S:1:pos:R:3:forces:R:3
Cl 0.963153 -2.450496 0.083020 -0.218 -0.260 -0.063
C -2.714233 -0.685094 0.788139 -4.265 -2.589 -4.436
C 0.388033 -0.789077 -0.159194 1.796 2.267 0.701
N -0.702829 -0.318866 -0.430085 -0.119 0.446 -0.071
H -1.966180 -1.851792 -1.132687 -0.682 1.192 1.597
H 1.394216 2.055302 -1.052231 0.078 -0.382 -0.870
H -2.836147 0.308076 1.000209 0.061 2.393 1.035
C 2.327139 0.601529 0.218291 -1.658 -1.562 -1.619
H 4.208279 -0.200671 0.173078 0.660 0.606 0.234
H 2.906257 2.540171 -0.283382 2.424 1.752 -0.264
N 3.229230 -0.182866 0.361930 -0.791 -0.472 0.053
H -3.809185 -1.142806 0.678551 2.060 0.968 0.417
C -2.081348 -0.812778 -0.608795 2.366 -1.652 -1.156
C 2.044146 2.009308 -0.201560 -3.747 -1.630 2.354
H 1.317643 2.427856 0.568899 1.245 -0.227 -0.549
H -2.446625 -0.212673 -1.441849 -0.722 0.330 0.584
H -2.221545 -1.295128 1.437673 1.511 -1.183 2.053
```
Forces are in eV/Å.

Results
orbital gap (spin up / spin down)	7.61 / 7.62	eV
highest occupied orbital energy (spin up / spin down)	-7.1345 / -7.1362	eV
relative energy (zero: lowest compared OMol25 entry of this formula, charge and spin)	115.9	kcal/mol
F_max	0.12982	hartree/bohr
lowest unoccupied orbital energy (spin up / spin down)	0.018 / 0.018	hartree
spin multiplicity	1


Record 2
Entry from the OMol25 dataset: one molecule with the formula C5H9ClN2 at a distorted geometry (ωB97M-V/def2-TZVPD).

```
17
Properties=species:S:1:pos:R:3:forces:R:3
H -0.052196 1.784835 -1.462500 -0.292 -0.536 2.070
H -1.645188 -0.680126 1.314590 -1.650 -1.113 0.203
Cl 2.123908 1.293854 1.068945 -0.528 -0.554 -0.284
C -0.754478 -0.164575 1.457980 1.634 1.603 -0.344
C -0.159063 0.084813 0.011378 -0.265 -1.689 1.409
C -0.510675 1.466450 -0.437058 -1.395 -1.586 -4.903
C 2.121821 -0.779204 -0.426594 -0.812 1.045 0.456
H -1.626365 -1.386245 -0.993654 1.307 0.924 0.302
H -1.013326 0.852697 1.815313 0.170 -0.759 0.491
H -0.266089 2.019685 0.365675 0.713 2.894 2.110
H -0.012744 -1.915024 -0.636377 1.141 -2.230 0.811
N 2.846830 -1.444242 -1.000065 1.348 -1.368 -1.044
H -0.184781 -0.849973 -1.880635 0.603 0.498 -2.438
H -0.038485 -0.693494 2.161913 -0.988 0.654 -1.017
N 1.298360 -0.004020 0.241499 0.880 0.662 0.195
H -1.597807 1.497581 -0.659425 0.449 0.103 0.534
C -0.529714 -1.083011 -0.940981 -2.316 1.452 1.448
```
Forces are in eV/Å.

Results
orbital gap	9.49	eV
highest occupied orbital energy	-9.3846	eV
relative energy (zero: lowest compared OMol25 entry of this formula, charge and spin)	65.9	kcal/mol
F_max	0.10382	hartree/bohr
structure (SMILES)	CC(C)(C)N(Cl)C#N
lowest unoccupied orbital energy	0.004	hartree
spin multiplicity	1


Record 3
Entry from the OMol25 dataset: one molecule with the formula C5H9ClN2O5S at a distorted geometry (ωB97M-V/def2-TZVPD).

```
23
Properties=species:S:1:pos:R:3:forces:R:3
O 1.541127 1.853809 -1.317042 -0.124 -0.515 -1.604
C -0.239300 1.269939 -2.975015 -3.246 1.953 0.852
N -0.174838 1.367559 -0.480335 -0.929 0.961 2.303
C 0.163764 -0.484408 2.747208 0.095 -0.192 0.144
H 1.658485 -0.016104 1.320317 1.854 -0.472 -0.398
C 0.688639 0.342780 1.458941 0.019 2.779 5.076
Cl -1.166333 -0.019326 -3.941513 1.463 1.622 0.824
H -0.960706 -1.126005 -0.986728 -0.112 -0.410 0.472
H -1.819805 -1.301739 1.431282 0.442 -0.211 0.036
H -0.816548 -0.155821 3.192897 0.725 0.205 -0.690
H -1.180907 -2.957700 0.810958 1.129 2.853 1.529
S 1.558332 1.113879 -2.678350 1.020 0.852 0.750
C -0.864440 -1.810005 1.182822 -1.354 -2.634 -2.364
N -0.045470 0.251263 0.300587 -1.373 -0.773 -1.825
H 0.606175 -1.599895 -0.412408 1.849 -0.856 -0.549
H 0.847601 -0.718403 3.647792 -0.379 1.591 -1.630
O 1.636174 -0.311294 -2.436097 0.401 -1.398 -0.041
H -0.637490 2.371302 -3.230674 1.067 -2.629 0.074
O 0.035342 -1.780109 2.265523 -1.123 -1.889 -1.097
H 0.699541 1.414418 1.780029 0.357 -0.800 -0.399
C -0.290140 -1.165345 -0.124265 -1.666 2.022 1.062
O -0.807169 1.009423 -1.613233 -0.792 -0.247 -1.371
O -0.432034 2.451785 0.057304 0.678 -1.814 -1.155
```
Forces are in eV/Å.

Results
orbital gap	8.17	eV
highest occupied orbital energy	-9.1758	eV
relative energy (zero: lowest compared OMol25 entry of this formula, charge and spin)	103.4	kcal/mol
F_max	0.11253	hartree/bohr
lowest unoccupied orbital energy	-0.037	hartree
spin multiplicity	1


Record 4
Entry from the OMol25 dataset: a 2-piece molecular cluster, C5H9ClO3Si overall at a distorted geometry (ωB97M-V/def2-TZVPD).

```
19
Properties=species:S:1:pos:R:3:forces:R:3
O 1.516593 1.059796 -0.071343 -1.016 -1.862 -0.380
H 0.352060 2.572738 -0.985439 -1.065 1.359 0.731
Si -0.385638 -2.557521 0.286099 0.633 -1.972 -0.433
C 2.589408 0.172144 -0.416372 -1.210 -0.194 -1.963
H 2.529044 -0.302703 -1.469871 -0.530 0.446 1.856
H -1.132458 3.249824 0.022711 -0.028 1.044 -0.633
C -3.044846 -0.689958 0.359741 -0.477 -1.432 2.584
H -1.188278 -3.302339 1.328273 -0.137 1.044 -0.263
H 0.678691 -3.646965 0.224970 0.513 0.960 0.465
O -0.650226 1.452102 0.349563 1.549 -1.066 0.349
C 0.290667 0.461475 0.144790 0.267 1.703 1.214
C 0.055361 -0.812485 0.364311 -0.345 -0.640 -0.153
C -0.175722 2.766730 -0.005735 1.488 0.054 -0.331
H -0.763057 -2.952010 -1.083470 -0.859 0.449 -0.136
Cl -3.898743 0.017400 -0.911699 -0.373 0.667 -1.147
H 3.343909 0.867238 -0.496496 2.203 1.227 -0.109
H 0.609323 3.336483 0.669451 -1.676 -1.648 -0.802
O -3.534184 -1.186858 1.319989 1.100 0.768 -1.393
H 2.808101 -0.505090 0.370533 -0.037 -0.908 0.546
```
Forces are in eV/Å.

Results
orbital gap (spin up / spin down)	7.76 / 7.91	eV
highest occupied orbital energy (spin up / spin down)	-8.9503 / -8.8095	eV
relative energy (zero: lowest compared OMol25 entry of this formula, charge and spin)	39.4	kcal/mol
F_max	0.05819	hartree/bohr
lowest unoccupied orbital energy (spin up / spin down)	-0.044 / -0.033	hartree
spin multiplicity	1


Record 5
Entry from the OMol25 dataset: C5H9CuO2 as an isolated structure at a distorted geometry (ωB97M-V/def2-TZVPD).

```
17
Properties=species:S:1:pos:R:3:forces:R:3
C -6.011732 1.738437 0.300109 0.323 0.259 -0.554
C -1.712246 0.074278 -0.524133 0.896 -0.264 -1.397
C -7.434456 2.130289 0.003214 -0.129 0.043 0.031
C -4.937686 0.574163 2.140819 2.360 -1.191 -0.818
O -3.972510 0.213200 1.542801 -1.454 0.595 1.081
H -2.837000 -0.382824 -2.269606 0.590 0.115 -0.148
H -1.704040 -1.724636 -1.661373 -0.168 0.296 0.066
H -5.654504 0.936277 -0.354704 -0.023 0.105 0.283
H -8.108305 1.261095 0.044751 0.136 0.136 -0.041
H -7.481345 2.528174 -1.018482 -0.078 -0.092 0.232
Cu -7.902991 1.073889 2.927603 0.842 0.105 -0.553
H -0.988698 -0.282084 0.214608 -0.304 0.114 -0.197
H -7.798612 2.924744 0.673002 0.146 -0.141 -0.131
H -5.319250 2.586172 0.257905 -0.163 -0.207 -0.047
C -2.051020 -0.692215 -1.577019 -0.510 0.120 1.254
H -1.886777 1.152886 -0.546990 -0.477 -0.371 0.344
O -5.967256 1.259376 1.698445 -1.991 0.379 0.595
```
Forces are in eV/Å.

Results
orbital gap (spin up / spin down)	5.54 / 5.49	eV
⟨S²⟩	0.753
highest occupied orbital energy (spin up / spin down)	-12.0804 / -12.0914	eV
relative energy (zero: lowest compared OMol25 entry of this formula, charge and spin)	0.0	kcal/mol
F_max	0.05382	hartree/bohr
charge	+1
lowest unoccupied orbital energy (spin up / spin down)	-0.240 / -0.243	hartree
spin multiplicity	2


Record 6
Entry from the OMol25 dataset: a 2-piece molecular cluster, C5H9F overall at a distorted geometry (ωB97M-V/def2-TZVPD).

```
15
Properties=species:S:1:pos:R:3:forces:R:3
H -1.517718 0.918626 1.258363 -0.844 -0.037 -0.810
H -1.221054 1.955724 -0.140579 -0.524 -0.956 0.212
H 2.031564 -2.083647 1.168327 -0.869 0.754 -0.415
H -2.871981 1.385068 0.053890 -0.045 -0.459 0.223
H -1.007766 0.032415 -1.622215 0.111 -0.570 -1.852
H 0.265798 -2.112811 1.468608 -1.294 -0.405 0.266
C 1.025085 -1.602672 0.950015 2.400 -0.561 0.707
F -2.056772 -1.293297 -0.328463 0.569 0.711 -1.079
C -1.373018 -0.158931 -0.667121 0.529 1.046 5.399
C -1.835204 1.065630 0.197216 1.978 0.055 -0.824
H 1.243699 0.897005 -1.307289 -1.162 0.634 -0.992
H 2.071634 1.104041 0.164257 0.344 1.167 0.392
H 2.624278 0.007929 -0.959911 0.456 -0.973 -0.134
C 1.710441 0.376046 -0.527442 1.531 0.444 0.932
C 0.911020 -0.491128 0.292347 -3.179 -0.850 -2.024
```
Forces are in eV/Å.

Results
orbital gap (spin up / spin down)	8.71 / 8.46	eV
highest occupied orbital energy (spin up / spin down)	-7.9767 / -7.9825	eV
relative energy (zero: lowest compared OMol25 entry of this formula, charge and spin)	102.4	kcal/mol
F_max	0.10744	hartree/bohr
lowest unoccupied orbital energy (spin up / spin down)	0.027 / 0.018	hartree
spin multiplicity	1


Record 7
Entry from the OMol25 dataset: a 5-piece molecular cluster, C5H9F overall at a distorted geometry (ωB97M-V/def2-TZVPD).

```
15
Properties=species:S:1:pos:R:3:forces:R:3
H 0.204142 -0.539313 2.938930 0.313 3.977 -2.723
H -0.923507 1.650116 1.990062 4.300 -2.511 -0.080
C -0.637296 0.393128 -0.558279 0.835 -3.482 -3.321
H -1.968634 -1.380124 -1.320621 -0.135 0.776 -0.490
H -0.453588 -1.219282 -2.711344 -1.493 1.020 4.536
F 0.549366 -1.257599 0.792200 -0.250 -1.075 0.836
H -0.457020 -1.950596 -0.549574 -1.155 2.971 -3.329
C 0.981574 0.466571 -0.712622 -1.337 4.513 0.878
H -1.279514 1.272255 -0.567938 0.143 -0.371 -0.060
H 1.285115 1.614204 -0.501730 -0.021 -2.801 -1.257
C 0.298710 0.775391 1.873634 0.419 0.405 0.660
C -0.942212 -1.004526 -1.356098 1.529 -2.517 0.000
C 0.246572 0.059258 0.530487 1.718 -0.711 1.205
H 1.689842 1.308336 1.680135 -4.485 -1.088 1.637
H 1.406449 -0.187818 -1.527242 -0.379 0.892 1.508
```
Forces are in eV/Å.

Results
orbital gap	10.13	eV
highest occupied orbital energy	-9.9452	eV
relative energy (zero: lowest compared OMol25 entry of this formula, charge and spin)	225.4	kcal/mol
F_max	0.09685	hartree/bohr
lowest unoccupied orbital energy	0.007	hartree
spin multiplicity	1


What did the fourth record say?
Entry from the OMol25 dataset: a 2-piece molecular cluster, C5H9ClO3Si overall at a distorted geometry (ωB97M-V/def2-TZVPD).

```
19
Properties=species:S:1:pos:R:3:forces:R:3
O 1.516593 1.059796 -0.071343 -1.016 -1.862 -0.380
H 0.352060 2.572738 -0.985439 -1.065 1.359 0.731
Si -0.385638 -2.557521 0.286099 0.633 -1.972 -0.433
C 2.589408 0.172144 -0.416372 -1.210 -0.194 -1.963
H 2.529044 -0.302703 -1.469871 -0.530 0.446 1.856
H -1.132458 3.249824 0.022711 -0.028 1.044 -0.633
C -3.044846 -0.689958 0.359741 -0.477 -1.432 2.584
H -1.188278 -3.302339 1.328273 -0.137 1.044 -0.263
H 0.678691 -3.646965 0.224970 0.513 0.960 0.465
O -0.650226 1.452102 0.349563 1.549 -1.066 0.349
C 0.290667 0.461475 0.144790 0.267 1.703 1.214
C 0.055361 -0.812485 0.364311 -0.345 -0.640 -0.153
C -0.175722 2.766730 -0.005735 1.488 0.054 -0.331
H -0.763057 -2.952010 -1.083470 -0.859 0.449 -0.136
Cl -3.898743 0.017400 -0.911699 -0.373 0.667 -1.147
H 3.343909 0.867238 -0.496496 2.203 1.227 -0.109
H 0.609323 3.336483 0.669451 -1.676 -1.648 -0.802
O -3.534184 -1.186858 1.319989 1.100 0.768 -1.393
H 2.808101 -0.505090 0.370533 -0.037 -0.908 0.546
```
Forces are in eV/Å.

Results
orbital gap (spin up / spin down)	7.76 / 7.91	eV
highest occupied orbital energy (spin up / spin down)	-8.9503 / -8.8095	eV
relative energy (zero: lowest compared OMol25 entry of this formula, charge and spin)	39.4	kcal/mol
F_max	0.05819	hartree/bohr
lowest unoccupied orbital energy (spin up / spin down)	-0.044 / -0.033	hartree
spin multiplicity	1


> Which value of spin multiplicity does entry 1 give?

1